Version a
{"formula": "CH9N6", "method": "ωB97M-V with the def2-TZVPD basis set", "symbols": ["C", "N", "N", "N", "N", "N", "N", "H", "H", "H", "H", "H", "H", "H", "H", "H"], "xyz": [[1.111, 1.221, -1.355], [2.084, 0.914, -0.633], [2.395, -0.224, -0.191], [2.615, -0.446, 1.070], [0.646, -1.063, -0.867], [0.051, 0.063, -1.333], [-1.698, 0.177, 0.744], [0.899, 2.219, -1.940], [2.367, 0.484, 1.660], [3.340, -1.117, 1.294], [1.014, -1.863, -1.512], [0.356, -1.377, 0.078], [-0.746, 0.269, -0.687], [-1.742, 0.561, 1.658], [-2.370, -0.678, 0.694], [-2.204, 0.889, 0.110]], "nbo_charge": [0.225, -0.216, 0.103, -0.563, -0.521, -0.447, -1.112, 0.277, 0.397, 0.430, 0.428, 0.405, 0.418, 0.394, 0.400, 0.381], "homo_lumo_gap_ev": 9.54, "multiplicity": 1, "charge": 1}

Version b
{"formula": "CH9N6", "method": "ωB97M-V with the def2-TZVPD basis set", "symbols": ["C", "N", "N", "N", "N", "N", "N", "H", "H", "H", "H", "H", "H", "H", "H", "H"], "xyz": [[-1.630, -0.015, 0.073], [-0.932, 1.139, 0.075], [-2.901, 0.117, 0.281], [-1.013, -1.181, -0.167], [2.900, -0.479, 0.045], [1.803, -0.297, 0.682], [0.351, 1.102, -0.383], [-3.193, 1.044, 0.223], [-3.449, -0.692, 0.374], [-0.034, -1.072, -0.180], [-1.651, -2.009, -0.195], [2.888, -0.866, -0.902], [3.752, 0.043, 0.329], [1.952, 0.316, 1.553], [0.605, 0.738, -1.349], [0.554, 2.114, -0.462]], "nbo_charge": [0.596, -0.390, -0.734, -0.796, -0.487, -0.345, -0.475, 0.433, 0.410, 0.433, 0.427, 0.396, 0.388, 0.373, 0.361, 0.410], "homo_lumo_gap_ev": [6.40, 8.85], "multiplicity": 1, "charge": 1}

Stability check: which of them is least stable? version a.

Version a
{"formula": "C3H6OS3", "method": "ωB97M-V with the def2-TZVPD basis set", "symbols": ["O", "C", "C", "S", "C", "S", "S", "H", "H", "H", "H", "H", "H"], "xyz": [[-1.149, 1.872, 0.652], [0.267, 1.280, 0.439], [0.242, 0.117, -0.554], [1.900, -0.644, -0.493], [-0.844, -0.852, -0.223], [-2.313, -0.784, -0.859], [-0.530, -2.034, 0.964], [-1.870, 1.334, 0.877], [0.607, 0.788, 1.422], [0.866, 2.106, 0.141], [0.009, 0.472, -1.609], [1.898, -1.718, -1.450], [0.918, -1.938, 0.692]], "nbo_charge": [-0.746, -0.057, -0.455, 0.003, -0.345, 0.050, 0.077, 0.482, 0.187, 0.218, 0.266, 0.176, 0.145], "homo_lumo_gap_ev": 8.26, "multiplicity": 1, "smiles": "OC[C@@H](S)C(=S)S"}

Version b
{"formula": "C3H6OS3", "method": "ωB97M-V with the def2-TZVPD basis set", "symbols": ["C", "C", "C", "O", "S", "S", "S", "H", "H", "H", "H", "H", "H"], "xyz": [[1.018, 0.612, -0.141], [1.104, -0.293, 1.140], [-0.374, 1.086, -0.412], [-2.731, -2.276, -1.208], [0.578, -2.035, 0.839], [-1.350, 0.187, -1.711], [-2.188, -1.190, -0.376], [1.953, 1.217, -0.114], [1.158, -0.009, -1.098], [2.091, -0.458, 1.638], [0.356, 0.007, 1.891], [-1.058, 1.079, 0.492], [-0.557, 2.072, -0.942]], "nbo_charge": [-0.490, -0.555, -0.528, -0.812, 0.010, 0.040, 0.905, 0.244, 0.239, 0.248, 0.220, 0.225, 0.253], "homo_lumo_gap_ev": [7.92, 6.72], "multiplicity": 1}

Stability check: which of them is least stable? version b.

Version a
{"formula": "F3HN2", "method": "ωB97M-V with the def2-TZVPD basis set", "symbols": ["N", "N", "F", "F", "F", "H"], "xyz": [[-0.148, 0.416, -0.686], [2.410, -0.269, 0.370], [-0.271, 1.774, -0.476], [3.066, 0.830, 0.700], [2.722, -0.441, -0.900], [-0.706, 0.017, -0.026]], "nbo_charge": [-0.038, 0.400, -0.233, -0.202, -0.195, 0.267], "homo_lumo_gap_ev": [10.70, 9.96], "multiplicity": 1}

Version b
{"formula": "F3HN2", "method": "ωB97M-V with the def2-TZVPD basis set", "symbols": ["N", "N", "F", "F", "F", "H"], "xyz": [[0.012, 0.395, -0.621], [-0.990, 1.176, -0.495], [1.042, 0.890, -1.334], [-0.533, 2.075, 1.473], [-2.014, 0.505, 0.039], [0.326, -0.324, 0.039]], "nbo_charge": [0.044, 0.369, -0.137, -0.542, -0.143, 0.408], "homo_lumo_gap_ev": [10.04, 7.75], "multiplicity": 1}

Stability check: which of them is least stable? version a.

Version a
{"formula": "CH9NO3", "method": "ωB97M-V with the def2-TZVPD basis set", "symbols": ["N", "C", "O", "H", "H", "H", "H", "H", "O", "H", "H", "O", "H", "H"], "xyz": [[-0.892, -2.582, 1.188], [-1.690, -1.703, 0.391], [-1.336, -0.318, 0.460], [0.069, -2.601, 0.895], [-1.021, -2.532, 2.189], [-2.733, -1.841, 0.692], [-1.622, -2.047, -0.642], [-1.080, -0.211, 1.383], [-1.476, 1.274, -2.106], [-1.032, 1.328, -1.248], [-1.527, 0.325, -2.252], [4.640, 3.305, -0.176], [4.758, 4.135, 0.299], [4.941, 3.468, -1.074]], "nbo_charge": [-0.857, 0.079, -0.742, 0.369, 0.366, 0.155, 0.165, 0.465, -0.941, 0.480, 0.462, -0.939, 0.469, 0.470], "homo_lumo_gap_ev": 10.81, "multiplicity": 1, "smiles": "NCO.O.O"}

Version b
{"formula": "CH9NO3", "method": "ωB97M-V with the def2-TZVPD basis set", "symbols": ["N", "C", "O", "H", "H", "H", "H", "H", "O", "H", "H", "O", "H", "H"], "xyz": [[-1.278, 0.007, 0.588], [-1.687, 1.252, 0.038], [-0.739, 2.293, 0.205], [-0.408, -0.289, 0.162], [-1.146, 0.101, 1.584], [-2.666, 1.568, 0.412], [-1.863, 1.143, -1.021], [-1.068, 2.986, 0.787], [1.469, 1.211, -1.218], [0.948, 1.976, -0.916], [2.282, 1.301, -0.702], [2.423, -4.618, 0.156], [1.628, -5.166, 0.110], [2.104, -3.768, -0.185]], "nbo_charge": [-0.834, 0.079, -0.769, 0.376, 0.353, 0.155, 0.165, 0.479, -0.959, 0.490, 0.464, -0.933, 0.466, 0.467], "homo_lumo_gap_ev": 10.57, "multiplicity": 1, "smiles": "NCO.O.O"}

Stability check: which of them is least stable? version a.

Version a
{"formula": "C4H11NP", "method": "ωB97M-V with the def2-TZVPD basis set", "symbols": ["N", "C", "P", "C", "C", "C", "H", "H", "H", "H", "H", "H", "H", "H", "H", "H", "H"], "xyz": [[-0.578, 1.768, 0.164], [-0.420, 0.232, 0.017], [-2.047, -0.596, 0.075], [0.486, -0.294, 1.166], [1.272, -1.122, 0.059], [0.640, -0.220, -0.976], [-0.720, 2.269, -0.725], [0.365, 2.265, 0.299], [-1.262, 2.064, 0.839], [-1.529, -1.875, -0.243], [-2.702, -0.354, -1.201], [0.113, -0.916, 1.975], [1.222, 0.512, 1.500], [2.371, -1.156, 0.229], [0.981, -2.253, 0.056], [1.469, 0.523, -1.280], [0.340, -0.848, -1.956]], "nbo_charge": [-0.698, -0.163, 0.323, -0.426, -0.401, -0.466, 0.443, 0.446, 0.452, 0.028, 0.018, 0.253, 0.219, 0.241, 0.229, 0.241, 0.261], "homo_lumo_gap_ev": 9.97, "multiplicity": 1, "charge": 1, "smiles": "[NH3+]C1(P)CCC1"}

Version b
{"formula": "C4H11NP", "method": "ωB97M-V with the def2-TZVPD basis set", "symbols": ["H", "P", "C", "C", "N", "C", "C", "H", "H", "H", "H", "H", "H", "H", "H", "H", "H"], "xyz": [[3.772, -0.125, -1.903], [3.191, 0.077, -0.706], [1.655, 0.300, -1.282], [0.407, 0.897, -0.083], [-0.686, -0.089, 0.080], [-0.505, -1.481, 0.617], [-1.743, 0.683, 0.741], [1.071, 0.424, -2.197], [-0.044, 1.833, -0.450], [0.963, 1.090, 0.867], [-1.004, -0.332, -0.841], [-0.767, -2.245, -0.066], [0.524, -1.729, 0.867], [-1.009, -1.695, 1.592], [-2.542, 0.022, 0.877], [-1.476, 0.878, 1.777], [-1.807, 1.491, 0.110]], "nbo_charge": [-0.032, 0.581, -0.655, -0.257, -0.350, -0.451, -0.390, 0.221, 0.229, 0.241, 0.428, 0.244, 0.253, 0.248, 0.231, 0.238, 0.222], "homo_lumo_gap_ev": 10.19, "multiplicity": 1, "charge": 1, "smiles": "[H]/P=C/C[NH+](C)C"}

Stability check: which of them is least stable? version b.

Version a
{"formula": "C9H10N2O2", "method": "ωB97M-V with the def2-TZVPD basis set", "symbols": ["C", "C", "C", "C", "C", "C", "C", "C", "C", "N", "N", "O", "O", "H", "H", "H", "H", "H", "H", "H", "H", "H", "H"], "xyz": [[0.839, 0.571, -2.067], [0.276, 0.009, 0.121], [-0.580, -0.063, 1.163], [2.012, 0.475, -1.289], [-0.254, 0.316, -1.266], [1.725, 0.173, 0.017], [-2.348, -0.159, -0.421], [-3.694, -0.834, -0.695], [2.392, -0.188, 2.441], [-1.952, 0.007, 0.833], [3.355, 0.633, -1.732], [-1.582, -0.018, -1.458], [2.718, 0.013, 1.024], [0.772, 1.066, -3.006], [-3.924, -0.724, -1.737], [-4.385, -0.312, -0.127], [-3.413, -1.857, -0.396], [1.341, -0.562, 2.494], [2.365, 0.922, 2.811], [3.133, -0.777, 2.868], [-2.572, -0.306, 1.467], [3.423, 1.147, -2.666], [4.009, 1.059, -1.014]], "nbo_charge": [-0.320, -0.285, -0.099, 0.086, 0.218, 0.254, 0.656, -0.666, -0.252, -0.536, -0.822, -0.379, -0.537, 0.215, 0.246, 0.231, 0.247, 0.224, 0.172, 0.184, 0.398, 0.369, 0.394], "homo_lumo_gap_ev": [6.92, 6.92], "multiplicity": 1}

Version b
{"formula": "C9H10N2O2", "method": "ωB97M-V with the def2-TZVPD basis set", "symbols": ["O", "C", "N", "C", "C", "O", "N", "C", "C", "C", "C", "C", "C", "H", "H", "H", "H", "H", "H", "H", "H", "H", "H"], "xyz": [[1.593, 2.600, -0.506], [1.659, 1.396, -0.304], [2.907, 0.683, -0.051], [2.857, -0.490, 0.578], [1.504, -1.002, 0.384], [1.445, -2.196, -0.485], [0.775, 0.221, -0.201], [-0.677, 0.225, -0.137], [-1.412, -1.076, -0.237], [-2.871, -1.063, -0.191], [-3.481, 0.168, 0.077], [-2.705, 1.369, 0.286], [-1.347, 1.515, 0.059], [3.708, 1.402, -0.200], [3.399, -1.282, 0.028], [3.004, -0.353, 1.603], [0.783, -1.314, 1.330], [1.756, -1.664, -1.358], [-0.907, -2.001, -0.408], [-3.317, -2.036, -0.615], [-4.587, 0.372, -0.174], [-3.378, 2.165, 0.619], [-0.708, 2.362, -0.100]], "nbo_charge": [-0.597, 0.817, -0.665, -0.290, 0.272, -0.707, -0.515, 0.178, -0.272, -0.204, -0.253, -0.183, -0.262, 0.421, 0.220, 0.203, 0.210, 0.467, 0.237, 0.230, 0.222, 0.214, 0.256], "homo_lumo_gap_ev": 8.92, "multiplicity": 1, "smiles": "O=C1NC[C@H](O)N1c1ccccc1"}

Stability check: which of them is least stable? version a.